DFT (the ωB97M-V functional and the def2-TZVPD basis) results for a single C4H10N2S molecule at a distorted geometry.

Each line ends with the Mulliken charge.
Atoms and positions in Å:
H (-3.16542, 1.40500, 0.78178)  0.242
N (-2.64682, 0.81106, 0.23485)  -0.602
C (-1.51188, 1.15859, -0.09457)  -0.139
C (-0.67497, 0.28091, -0.87549)  -0.567
C (0.31411, -0.32592, 0.19782)  0.416
C (0.08003, -1.65317, 0.87764)  -1.135
N (1.72890, -0.24352, -0.42414)  -0.555
S (2.56805, 1.34321, -0.42914)  -0.175
H (-1.04795, 2.14322, 0.05157)  0.447
H (-1.23141, -0.49709, -1.50012)  0.292
H (-0.08428, 0.94915, -1.51750)  0.216
H (0.17759, 0.50117, 0.92077)  0.170
H (0.97291, -2.20103, 1.01639)  0.449
H (-0.42388, -1.42851, 1.88959)  0.246
H (-0.73413, -2.16673, 0.23569)  0.233
H (2.42959, -0.94660, 0.06241)  0.315
H (3.24955, 0.87024, -1.42754)  0.145

Atomic forces in eV per Å
H -1.315 2.126 1.533
N -0.867 -2.602 -0.508
C -0.055 1.405 -0.925
C 1.237 -2.367 -1.143
C 1.906 2.714 -1.199
C -4.008 0.754 -0.163
N 0.994 -1.753 1.861
S -1.415 -1.180 0.830
H -0.185 0.113 0.591
H 0.660 1.077 0.954
H 0.115 -0.578 -0.127
H 1.016 -0.605 0.529
H 0.731 -0.772 0.038
H 0.878 -0.636 -1.459
H 1.591 0.113 1.203
H -2.134 1.948 -0.944
H 0.849 0.244 -1.072

Properties
charge	0
SMILES	[H]/N=C/C[C@@H](C)NS
LUMO	0.76	eV

---

DFT (the ωB97M-V functional and the def2-TZVPD basis) results for 19 unconnected molecules or ions with the total composition C39H47Cl54FNOP2S2 at a distorted geometry.

Each line ends with the Mulliken charge.
Atoms and positions in Å:
C (4.54703, -1.29813, -0.26263)  -1.135
C (3.93411, -0.96148, -1.63162)  0.639
C (4.34547, 0.41790, -2.15513)  -1.293
C (3.48343, 1.58287, -1.66607)  -0.158
C (2.41336, 1.95572, -2.68475)  -0.790
C (1.26206, 2.79873, -2.15728)  -0.995
C (0.09350, 1.98233, -1.64513)  0.477
C (0.45821, 0.90773, -0.61214)  0.716
C (-0.77519, 0.09355, -0.34359)  -0.016
C (-1.15223, -0.80901, -1.32265)  1.079
F (-0.41736, -0.90864, -2.41058)  -0.364
C (-2.28114, -1.61430, -1.22956)  0.127
C (-2.60239, -2.51987, -2.36383)  -0.576
C (-3.76383, -2.31695, -3.10545)  0.052
C (-4.09999, -3.17683, -4.15388)  -1.066
C (-3.25749, -4.23923, -4.44200)  -1.019
C (-2.07322, -4.42332, -3.73258)  -0.779
C (-1.73330, -3.56846, -2.69141)  -0.234
C (-3.03465, -1.50993, -0.07806)  0.146
P (-4.51276, -2.60690, 0.10585)  0.091
S (-6.14547, -1.59873, -0.21821)  -0.307
N (-2.69393, -0.61962, 0.90348)  0.092
P (-3.67003, -0.48330, 2.40309)  0.383
S (-2.80946, -1.25607, 3.94390)  -0.278
C (-1.59082, 0.18035, 0.77792)  0.386
C (-1.33133, 1.17155, 1.86046)  -1.517
C (-2.28131, 2.33058, 1.72073)  0.208
O (-2.81445, 2.58819, 0.66586)  -0.453
H (5.48914, -0.78176, -0.10028)  0.359
H (4.77558, -2.36009, -0.21606)  0.262
H (3.85396, -1.11801, 0.55667)  0.276
H (4.31729, -1.68782, -2.34324)  0.470
H (2.85144, -1.08622, -1.57202)  -0.606
H (4.36373, 0.37132, -3.24350)  0.439
H (5.37050, 0.59820, -1.82965)  0.407
H (4.13533, 2.43890, -1.50842)  0.430
H (3.08305, 1.34186, -0.67755)  0.135
H (2.03951, 1.03151, -3.14253)  0.174
H (2.89896, 2.51889, -3.47780)  0.542
H (0.93247, 3.46020, -2.95493)  0.369
H (1.61654, 3.45012, -1.35099)  0.300
H (-0.68894, 2.61368, -1.21553)  0.279
H (-0.36852, 1.47710, -2.49010)  -0.390
H (0.93729, 1.31685, 0.26997)  0.616
H (1.18526, 0.22802, -1.05484)  -1.295
H (-4.42749, -1.49210, -2.88196)  0.631
H (-5.01393, -3.02831, -4.70615)  0.587
H (-3.48238, -4.93506, -5.23022)  0.764
H (-1.42894, -5.25209, -3.98549)  0.520
H (-0.81716, -3.70796, -2.13225)  0.692
H (-4.43760, -3.12322, 1.41031)  0.280
H (-4.32063, -3.64957, -0.80120)  0.166
H (-4.00301, 0.87503, 2.49784)  -0.144
H (-4.85831, -1.14907, 2.11258)  0.179
H (-0.34097, 1.60508, 1.77475)  0.436
H (-1.37105, 0.72444, 2.85281)  0.425
H (-2.51389, 2.92251, 2.61130)  0.163
C (3.70760, -5.47680, -1.32515)  0.631
Cl (3.54077, -6.17200, 0.28122)  -0.108
Cl (2.79340, -3.97289, -1.51039)  0.002
Cl (5.41020, -5.19465, -1.69482)  -0.110
H (3.31773, -6.19301, -2.03663)  -0.407
C (3.81086, -7.87974, -5.02339)  -0.012
Cl (5.17215, -8.90778, -4.59522)  -0.098
Cl (2.56858, -7.93374, -3.76294)  -0.143
Cl (4.33773, -6.22058, -5.30651)  -0.099
H (3.37221, -8.25700, -5.93781)  0.340
C (5.65180, 5.17579, -3.31281)  -0.145
Cl (4.02490, 5.54984, -2.73505)  -0.044
Cl (6.71439, 4.77533, -1.96267)  -0.125
Cl (5.63180, 3.86731, -4.50010)  -0.123
H (6.04324, 6.05938, -3.79958)  0.388
C (2.53321, 8.77377, -0.75076)  -0.105
Cl (3.90876, 8.29932, 0.24789)  -0.135
Cl (3.02345, 9.92560, -1.98878)  -0.096
Cl (1.77545, 7.35604, -1.49053)  0.063
H (1.80163, 9.25074, -0.11272)  0.292
C (-5.49436, 4.20857, 0.97544)  0.542
Cl (-5.90418, 2.74890, 1.88154)  -0.094
Cl (-6.21186, 4.17192, -0.63136)  -0.131
Cl (-6.00292, 5.64028, 1.86955)  -0.152
H (-4.41804, 4.24023, 0.86348)  -0.120
C (5.99126, -9.88068, 1.34672)  0.604
Cl (5.98085, -8.41182, 0.37262)  -0.028
Cl (5.14841, -9.64360, 2.87994)  -0.120
Cl (5.28875, -11.22758, 0.45116)  -0.143
H (7.02450, -10.12168, 1.58028)  -0.307
C (-3.43679, 8.71400, 2.16999)  0.253
Cl (-3.11629, 9.54671, 3.69110)  -0.106
Cl (-3.58182, 9.86282, 0.84509)  -0.098
Cl (-2.17237, 7.52471, 1.83498)  -0.112
H (-4.37729, 8.18674, 2.26473)  0.079
C (-0.55967, 10.85588, 6.17079)  0.391
Cl (-1.32157, 10.65711, 7.74931)  -0.121
Cl (-0.80824, 12.49098, 5.55708)  -0.118
Cl (1.15992, 10.47119, 6.25145)  -0.126
H (-1.02576, 10.16244, 5.48425)  -0.032
C (-1.76964, 0.38951, -5.65862)  0.357
Cl (-3.24630, -0.24680, -6.38090)  -0.127
Cl (-0.74138, 1.13857, -6.87541)  -0.127
Cl (-2.14889, 1.54402, -4.37330)  -0.057
H (-1.22670, -0.43767, -5.21817)  0.003
C (-1.85037, 6.13245, -3.71755)  -0.148
Cl (-1.46435, 4.97126, -4.98771)  -0.098
Cl (-1.08687, 5.64635, -2.19662)  -0.119
Cl (-1.35205, 7.75947, -4.16305)  0.008
H (-2.92299, 6.13295, -3.57228)  0.324
C (-0.54791, 11.48220, -2.58138)  -0.016
Cl (0.85672, 12.54232, -2.53733)  -0.106
Cl (-0.87838, 10.95833, -4.23717)  -0.162
Cl (-0.32144, 10.08262, -1.52791)  -0.057
H (-1.40490, 12.03731, -2.22295)  0.311
C (-4.12858, 10.77963, -6.01106)  0.676
Cl (-3.85569, 11.95184, -7.29750)  -0.120
Cl (-5.21522, 11.42994, -4.78238)  -0.126
Cl (-4.74830, 9.25956, -6.66008)  -0.133
H (-3.17960, 10.57664, -5.53531)  -0.267
C (-4.81742, -8.16790, -3.33681)  -0.023
Cl (-5.52251, -8.57202, -1.77458)  -0.116
Cl (-4.99847, -6.44108, -3.68383)  -0.045
Cl (-3.11356, -8.62287, -3.39568)  -0.111
H (-5.34327, -8.72436, -4.10174)  0.319
C (4.52957, -11.73250, 5.84200)  0.425
Cl (4.57820, -13.13675, 4.78064)  -0.110
Cl (2.90385, -11.48952, 6.48655)  -0.097
Cl (5.70213, -11.89327, 7.15018)  -0.132
H (4.79391, -10.85970, 5.26118)  -0.077
C (0.23099, -9.90987, 8.58521)  0.205
Cl (-1.35042, -10.48332, 8.05506)  -0.121
Cl (0.84366, -8.66255, 7.49753)  -0.122
Cl (0.16330, -9.31868, 10.24384)  -0.123
H (0.91862, -10.74563, 8.55751)  0.157
C (-5.87397, -0.97746, 9.41224)  0.011
Cl (-7.14660, -1.68437, 8.41894)  -0.117
Cl (-4.51601, -0.45542, 8.40504)  -0.084
Cl (-6.49184, 0.36572, 10.36770)  -0.114
H (-5.51138, -1.73874, 10.09055)  0.319
C (-3.72579, 2.49410, 6.02966)  0.194
Cl (-4.99213, 1.75295, 5.03962)  -0.071
Cl (-2.42724, 3.13856, 5.00693)  -0.118
Cl (-4.37729, 3.76598, 7.04503)  -0.106
H (-3.31683, 1.72161, 6.66839)  0.150
C (10.40031, -10.43563, 2.99566)  0.011
Cl (9.88136, -10.74105, 4.65048)  -0.107
Cl (10.79105, -11.93827, 2.16653)  -0.112
Cl (9.15363, -9.54061, 2.11008)  -0.128
H (11.29051, -9.82111, 3.02510)  0.322

Atomic forces in eV per Å
C -0.258 -0.390 -0.155
C 0.742 0.127 0.197
C -0.030 -0.106 0.326
C 0.379 -0.054 -0.123
C 0.023 -0.126 0.134
C 0.219 0.161 0.314
C -0.246 0.068 0.056
C -0.101 -0.134 -0.400
C 0.261 -0.056 0.385
C -0.265 0.061 0.154
F 0.103 -0.054 0.009
C -0.008 -0.089 -0.214
C -0.124 -0.241 -0.121
C -0.221 -0.095 -0.260
C 0.468 -0.058 0.467
C 0.429 0.370 -0.093
C -0.009 0.230 0.255
C -0.369 0.047 -0.197
C 0.135 -0.585 0.177
P -1.352 0.886 -0.324
S 0.219 -0.129 0.056
N -0.092 0.301 -0.606
P 0.279 -0.793 1.854
S 0.009 0.140 -0.349
C 0.182 -0.241 -0.240
C 0.004 0.057 0.135
C -0.716 0.474 -0.617
O 0.254 -0.084 0.182
H -0.021 0.221 0.097
H 0.004 -0.127 0.050
H 0.094 0.307 0.168
H -0.165 -0.190 -0.112
H -0.120 0.054 -0.256
H -0.042 0.286 -0.125
H 0.130 -0.106 -0.143
H -0.042 0.289 0.051
H -0.136 -0.010 -0.021
H -0.172 0.045 -0.078
H 0.145 -0.082 -0.185
H -0.302 0.068 0.005
H 0.131 0.067 -0.042
H 0.029 0.160 -0.034
H -0.009 -0.013 -0.050
H -0.154 0.092 0.228
H 0.083 0.005 0.025
H 0.033 0.084 0.120
H -0.068 0.077 -0.083
H -0.102 0.044 -0.217
H 0.082 -0.037 0.012
H 0.035 -0.072 0.007
H 0.478 -0.250 -0.124
H 0.507 -0.172 0.262
H 0.042 -0.049 -0.494
H -0.067 0.371 -0.616
H 0.265 -0.052 -0.090
H -0.098 -0.009 0.122
H 0.243 0.058 0.055
C 0.158 -0.102 -0.008
Cl -0.270 0.241 0.021
Cl -0.194 -0.207 0.035
Cl -0.016 -0.013 -0.037
H 0.050 0.074 -0.020
C 0.167 0.009 0.001
Cl -0.039 0.017 0.003
Cl -0.104 -0.069 -0.033
Cl -0.050 -0.003 0.012
H -0.025 0.005 0.019
C -0.025 -0.086 0.034
Cl 0.253 -0.096 -0.126
Cl -0.018 0.003 -0.013
Cl -0.051 0.010 0.034
H -0.006 0.000 0.010
C 0.265 -0.067 -0.090
Cl -0.036 -0.012 0.010
Cl 0.163 -0.127 0.039
Cl -0.236 0.142 0.173
H 0.011 0.001 0.004
C 0.068 0.174 -0.149
Cl -0.082 -0.067 -0.029
Cl 0.027 -0.011 0.042
Cl -0.026 0.035 0.032
H -0.034 -0.061 -0.012
C 0.094 -0.230 -0.119
Cl 0.139 -0.093 0.084
Cl -0.066 0.153 0.000
Cl 0.021 0.017 0.033
H -0.407 -0.073 -0.098
C 0.045 0.058 -0.019
Cl -0.071 0.007 0.025
Cl -0.009 -0.028 -0.014
Cl -0.008 -0.061 -0.039
H 0.025 -0.021 0.008
C 0.044 0.086 0.069
Cl -0.017 -0.023 -0.023
Cl -0.020 -0.057 -0.023
Cl -0.011 -0.022 -0.022
H 0.022 -0.005 -0.020
C -0.002 -0.008 -0.074
Cl 0.010 -0.005 0.020
Cl 0.001 -0.013 0.039
Cl -0.121 -0.110 -0.019
H -0.011 0.005 0.011
C 0.073 0.022 -0.111
Cl -0.019 0.042 -0.009
Cl -0.120 -0.038 0.089
Cl -0.046 -0.139 0.038
H 0.011 -0.018 0.021
C 0.150 0.033 0.057
Cl -0.149 0.077 -0.013
Cl 0.067 0.157 -0.041
Cl -0.359 0.087 0.009
H -0.014 -0.016 -0.032
C -0.032 0.002 -0.042
Cl 0.004 -0.020 0.026
Cl 0.017 -0.006 0.016
Cl 0.011 0.003 0.016
H -0.012 -0.020 0.008
C -0.015 0.001 0.090
Cl 0.003 0.015 -0.042
Cl -0.280 -0.413 0.189
Cl -0.006 -0.006 -0.021
H 0.004 0.019 -0.002
C 0.078 -0.132 0.087
Cl 0.001 0.049 -0.026
Cl -0.032 0.018 -0.059
Cl -0.006 0.031 -0.021
H -0.004 -0.016 0.005
C -0.020 0.015 0.027
Cl 0.022 -0.010 -0.007
Cl -0.015 0.020 0.001
Cl 0.006 -0.005 -0.004
H -0.001 0.009 0.001
C -0.142 0.077 0.010
Cl 0.032 -0.007 0.011
Cl 0.091 -0.038 -0.030
Cl 0.026 -0.025 -0.010
H 0.025 0.009 -0.024
C -0.170 0.044 0.088
Cl 0.023 0.063 0.136
Cl 0.065 -0.065 0.274
Cl -0.032 -0.067 -0.023
H 0.095 0.011 -0.062
C -0.038 -0.142 0.065
Cl 0.007 0.020 -0.019
Cl 0.004 0.033 0.000
Cl 0.392 0.188 0.046
H -0.025 0.021 -0.017

Properties
charge	+1
LUMO	-4.17	eV

---

DFT (the ωB97M-V functional and the def2-TZVPD basis) results for a molecular structure, C20H28Cl5O6STi.

Each line ends with the Mulliken charge.
Atoms and positions in Å:
Ti (-0.24605, -0.65310, -0.96614)  -0.255
C (1.03917, -1.91337, 1.56726)  -0.931
C (2.23240, -2.09990, 0.66107)  -0.953
O (1.84254, -1.72633, -0.66232)  0.378
C (2.98352, -1.52965, -1.50295)  -0.754
C (2.61625, -0.54136, -2.57482)  -1.033
O (1.97953, 0.54020, -1.89997)  0.573
C (1.95106, 1.71959, -2.69461)  -1.076
C (1.03159, 2.75483, -2.03536)  -0.594
O (0.82560, 2.54120, -0.65282)  -0.070
C (1.77957, 3.09007, 0.22838)  -0.825
C (3.00983, 2.22882, 0.44103)  -0.604
O (2.70847, 0.91586, 0.88444)  -0.198
C (2.13299, 0.80348, 2.16252)  -1.082
C (0.66010, 0.42980, 2.07956)  -0.015
O (0.37886, -0.68782, 1.21472)  0.147
H (1.35088, -1.88872, 2.61279)  0.633
H (0.31027, -2.70742, 1.44024)  0.333
H (2.56918, -3.13825, 0.67820)  0.560
H (3.05161, -1.44799, 0.96577)  0.516
H (3.31254, -2.48435, -1.91912)  0.367
H (3.78170, -1.10288, -0.89107)  0.439
H (1.94560, -0.96057, -3.32766)  0.333
H (3.53039, -0.20342, -3.07289)  0.537
H (2.97584, 2.09354, -2.79772)  0.450
H (1.57256, 1.48542, -3.69346)  0.420
H (0.04316, 2.70190, -2.48983)  0.293
H (1.43704, 3.75809, -2.20560)  0.412
H (1.25609, 3.21910, 1.17980)  0.352
H (2.09951, 4.08722, -0.09995)  0.506
H (3.66708, 2.74043, 1.15577)  0.482
H (3.56317, 2.09290, -0.48584)  0.220
H (2.21178, 1.73445, 2.73507)  0.503
H (2.69027, 0.04539, 2.72052)  0.440
H (0.06647, 1.24670, 1.67699)  -0.225
H (0.30024, 0.17703, 3.08268)  0.440
Cl (-0.54247, -0.30573, -3.18482)  -0.543
C (-1.89518, -1.81003, -1.06267)  -1.684
C (-0.82760, -2.55310, -0.73374)  1.924
C (-0.86917, -3.94153, -0.67911)  0.563
Cl (0.53444, -4.89282, -0.33158)  -0.186
C (-2.08301, -4.55139, -0.94098)  0.092
Cl (-2.22701, -6.25766, -0.88369)  -0.172
C (-3.21934, -3.76558, -1.28341)  0.250
Cl (-4.70277, -4.55406, -1.62121)  -0.162
C (-3.12473, -2.38597, -1.36379)  0.275
Cl (-4.49496, -1.44629, -1.84926)  -0.161
O (-1.33248, 0.80218, -0.13447)  -0.872
S (-2.87816, 0.91890, -0.13151)  0.418
C (-3.11339, 2.52663, 0.68544)  -0.342
C (-3.75500, 2.27258, 2.05064)  -0.807
C (-3.25177, 0.91030, 2.51683)  -0.362
C (-3.42214, -0.01187, 1.31768)  -0.512
H (-3.69602, 3.16646, 0.02616)  0.520
H (-2.09917, 2.92260, 0.75614)  0.064
H (-4.84194, 2.25243, 1.95474)  0.314
H (-3.50378, 3.07358, 2.74450)  0.410
H (-3.80484, 0.53605, 3.37735)  0.484
H (-2.19734, 0.96627, 2.79584)  -0.045
H (-4.46936, -0.25861, 1.12606)  0.594
H (-2.84366, -0.93427, 1.33421)  0.223

Atomic forces in eV per Å
Ti 0.022 -0.320 0.262
C 0.003 0.014 0.009
C -0.020 -0.007 0.000
O -0.008 0.035 -0.078
C 0.048 0.138 0.063
C 0.108 0.074 0.043
O -0.145 -0.077 -0.097
C 0.038 -0.008 0.033
C 0.016 -0.011 -0.002
O -0.048 0.009 0.060
C 0.028 0.037 0.013
C -0.013 -0.044 0.015
O 0.096 -0.012 0.003
C -0.075 -0.042 -0.038
C -0.074 -0.018 0.056
O 0.115 0.091 0.035
H 0.004 0.009 -0.006
H -0.008 -0.028 0.001
H -0.021 -0.020 -0.005
H 0.019 0.007 -0.006
H -0.026 0.004 -0.025
H 0.020 -0.031 0.002
H 0.008 -0.002 0.002
H -0.008 0.014 0.006
H 0.014 -0.033 0.047
H 0.007 0.058 -0.015
H -0.013 -0.046 0.028
H -0.052 -0.004 -0.059
H 0.026 0.044 0.002
H -0.015 -0.019 -0.038
H 0.005 -0.040 0.018
H 0.004 0.037 -0.032
H -0.012 -0.017 0.022
H 0.006 -0.007 -0.023
H 0.030 -0.009 -0.044
H -0.030 0.035 -0.002
Cl -0.119 0.078 -0.030
C -0.023 -0.026 0.066
C -0.012 -0.008 -0.097
C -0.013 0.024 -0.035
Cl 0.012 0.012 0.026
C -0.001 0.020 -0.003
Cl -0.006 -0.013 -0.001
C 0.009 -0.033 0.007
Cl -0.002 0.008 -0.004
C -0.009 0.015 0.022
Cl -0.015 -0.027 -0.021
O 0.041 0.026 -0.100
S 0.095 0.091 -0.109
C 0.001 0.004 0.007
C 0.003 0.002 -0.009
C 0.007 -0.012 0.001
C -0.004 0.018 0.012
H -0.010 -0.004 0.006
H 0.002 0.002 0.003
H 0.000 0.003 0.000
H 0.002 -0.001 0.004
H 0.000 0.002 0.001
H 0.000 0.003 0.001
H 0.001 0.006 0.007
H -0.006 -0.002 -0.005

Properties
charge	+1
LUMO	-3.10	eV

---

Ordered orbital gap results: 9.34, 7.60, 8.31; unit eV.